A structure of composition AlAs3F18 at a distorted geometry. Source: the OMol25 dataset; level of theory: wB97M-V/def2-TZVPD.

HOMO energy, eV: -9.4
E_LUMO, eV: -7.40

Positions of all 22 atoms, in Å:
F1 6.8641 14.9947 6.5081
F2 5.4751 13.0976 6.1330
F3 11.0690 15.2908 4.6146
F4 12.1431 7.7626 6.3232
F5 5.9620 11.9007 8.8628
As1 3.8207 5.5469 6.4014
F6 4.1255 14.2106 7.8687
F7 10.5238 9.6583 6.7239
Al1 11.1620 13.6452 5.2409
F8 10.9437 6.5508 8.2255
F9 3.6210 4.0260 5.8799
F10 11.2238 13.1931 8.0802
F11 12.4450 8.6538 8.4594
F12 10.1968 12.5881 4.3849
As2 10.9841 8.1236 7.5457
F13 12.5187 13.3337 5.8216
F14 4.9553 5.8763 7.8295
F15 12.4452 13.0909 8.4805
F16 3.8202 7.2736 6.3697
F17 2.2248 5.7923 7.3500
F18 5.0261 5.7065 5.2406
As3 5.6977 13.5753 7.6592

Atoms 1-3, force components in eV/Å:
-1.10 -1.26 2.06
-0.96 -2.21 -2.40
-0.16 -2.33 1.29

Mulliken population analysis, charges in e, atoms 1 to 4: number 1, F, carries -0.505; number 2, F, carries -0.224; number 3, F, carries -0.355; number 4, F, carries -0.302



A structure of composition C36H40LuNOSb3Se4 at a distorted geometry. Source: the OMol25 dataset; level of theory: wB97M-V/def2-TZVPD.

HOMO energy, eV: -4.6
E_LUMO, eV: 2.06
Total charge: -1
ΔE to the lowest compared entry with this formula, charge and spin, kJ/mol: 0.0

Positions of all 86 atoms, in Å:
H1 -4.6681 2.5119 2.7404
C1 1.4560 -0.3542 -3.2372
C2 6.0327 -3.3466 -4.4616
Se1 -2.8825 -5.3243 4.0527
H2 7.4027 -1.5813 -4.3458
Sb1 2.8443 -0.7243 -1.6733
C3 -0.5045 4.1028 -0.3472
C4 -4.7782 1.0348 -2.4527
C5 5.5669 -1.2704 -3.3180
C6 -0.5250 -0.7063 -1.8179
Sb2 -2.3606 0.0810 -0.8412
H3 -0.4414 -0.5206 3.6161
H4 -0.5272 0.2815 -3.7254
C7 5.1643 2.5738 -0.0431
C8 4.3911 1.4323 -0.2607
C9 -1.1811 1.8052 -0.3266
C10 -3.1786 -0.5109 3.6117
H5 1.6623 2.2614 1.4960
C11 4.9736 3.1354 -2.3778
H6 -6.5773 1.7760 -3.3041
H7 1.3281 -1.3904 -3.6701
H8 -2.5275 -1.4742 6.3613
C12 -1.3914 3.1075 -0.7935
C13 -3.3701 1.0361 -2.5071
C14 -4.8867 2.7672 -4.1368
H9 -4.0657 -3.5314 0.7822
C15 0.1461 0.2000 -2.8390
C16 -4.0703 1.8042 3.3157
H10 0.0846 -0.9375 -0.9962
Se2 -0.0091 -7.6009 2.3050
C17 6.4135 -2.0536 -4.0978
C18 3.9905 -3.0690 -3.2485
H11 3.0939 -3.5026 -2.8315
C19 -2.7293 1.9877 -3.3090
O1 -4.3061 -2.7375 1.3327
Sb3 -1.8882 -6.0766 1.9289
N1 -1.0734 -1.9736 4.9055
H12 -5.0678 -2.3047 1.0233
H13 -2.2852 1.6033 6.1951
H14 3.8211 1.9127 -3.5679
H15 6.7262 -4.0059 -5.0053
H16 1.9325 0.2455 -4.0381
C20 3.9241 1.1628 -1.5215
H17 0.0458 0.4961 0.8363
H18 -1.2635 -3.5131 6.4029
Lu1 -2.6768 -2.7909 2.9838
C21 4.3135 -1.7613 -2.8749
H19 -4.3464 0.2251 1.8933
C22 5.5064 3.4049 -1.1076
H20 0.0687 -3.6822 5.2095
H21 4.5039 -4.8396 -4.2910
H22 5.3727 3.6785 -3.2115
C23 -2.6015 -0.0137 4.7896
C24 -3.4826 2.8102 -4.1140
H23 -0.6546 5.1464 -0.5960
C25 -2.7169 1.3270 5.2162
H24 -5.4427 3.4410 -4.7800
C26 -5.4997 1.8805 -3.2653
C27 4.8529 -3.8451 -4.0226
C28 -0.5137 -3.0000 5.8238
Se3 -0.7702 -3.7862 1.4421
H25 0.4924 -2.0125 3.5077
H26 -1.1196 -0.3387 6.2588
H27 -2.9389 3.5190 -4.7279
H28 0.1361 -2.5742 6.5850
H29 5.5608 2.7903 0.9513
C29 4.1843 2.0247 -2.5872
C30 -3.4296 2.2460 4.4616
H30 0.1976 1.2522 -2.5271
C31 -3.8706 0.4702 2.8993
H31 -5.3354 0.3692 -1.7757
H32 -1.6249 2.0339 -3.2843
C32 -1.8167 -0.9545 5.7051
Se4 -3.6322 -5.8798 0.2500
H33 0.7246 -0.9466 4.9358
H34 -0.7808 -1.6367 -2.3315
C33 0.6027 3.8108 0.4425
H35 -3.5942 3.3030 4.7854
H36 6.0967 4.3066 -0.9826
H37 4.1930 0.7256 0.5383
H38 5.8663 -0.2453 -3.0832
C34 0.8221 2.4837 0.8961
C35 0.0131 -1.3177 4.2182
H39 -2.2508 3.3873 -1.3486
H40 1.2217 4.6516 0.8421
C36 -0.0716 1.5283 0.4645

Atoms 1-3, force components in eV/Å:
0.15 -0.31 -0.05
1.28 -0.90 -1.84
1.94 0.11 -0.42

Mulliken population analysis, charges in e, atoms 1 to 4: number 1, H, carries 0.375; number 2, C, carries -1.737; number 3, C, carries -0.326; number 4, Se, carries -0.671



A cluster of 2 separate species, C17H34BFO7 in total. Source: the OMol25 dataset; level of theory: wB97M-V/def2-TZVPD.

HOMO energy, eV: -9.8
Structure (SMILES): CCOCC[C@@]1([C@@H](C)F)OC(=O)O[C@]1(CCCCCOC)B(C)O.CO
E_LUMO, eV: 0.24

Positions of all 60 atoms, in Å:
H1 1.4602 -0.9625 1.1587
C1 2.4720 2.9300 -3.9320
O1 -1.5120 0.3370 3.7063
O2 -2.6380 -5.3377 -2.7559
H2 -0.7992 4.6131 0.8641
C2 -1.5489 1.6310 4.0852
H3 -2.7831 -4.6696 -3.4301
H4 1.9017 3.6608 1.1026
H5 0.0708 -0.9405 0.0658
O3 3.5332 2.6372 -3.0505
C3 -0.7716 2.4063 -0.5443
F1 -3.3255 -0.5971 2.2453
H6 1.5209 0.5802 2.7959
H7 -0.3264 3.2622 -1.0582
H8 -1.1517 -1.8764 2.3070
H9 -0.3046 1.4938 -0.8963
H10 3.9060 1.5981 -1.3615
H11 1.4597 1.1544 0.0632
C4 -0.1325 -3.3586 -0.1763
C5 -0.2178 -4.8501 0.0580
C6 2.7290 3.3350 -0.8599
H12 -1.8217 2.3981 -0.8446
C7 -2.5007 -0.1966 0.1228
H13 -1.8340 -6.6854 -4.1331
C8 0.4649 -1.3661 0.9889
C9 -0.2741 1.6049 2.1549
C10 2.5817 2.9549 0.6180
H14 1.8316 3.8474 -1.2085
H15 -2.6349 -1.2742 0.1315
H16 2.8906 0.8676 0.9952
C11 1.2609 1.4719 2.2281
H17 1.5731 2.3179 2.8379
H18 -3.3759 0.2231 -0.3741
H19 -0.8955 -5.0487 0.8862
H20 0.3286 -3.1261 -1.1400
C12 -1.1209 0.2736 2.3090
C13 -2.6365 -6.6109 -3.3949
H21 1.6914 3.5327 -3.4578
H22 3.5288 3.0514 1.1467
O4 0.6485 -2.7662 0.8606
H23 2.8695 3.4997 -4.7671
H24 -2.9496 1.2690 1.6771
H25 -1.6410 0.1010 -0.4557
O5 -1.0934 3.9077 1.4486
H26 2.0109 2.0052 -4.2931
H27 0.7548 -5.2729 0.2989
B1 -0.7226 2.6692 1.0145
H28 3.5355 4.0641 -0.9573
O6 -0.5976 2.2931 3.4203
H29 -1.1438 -2.9453 -0.1261
H30 -0.6237 -5.3010 -0.8468
C14 -2.4812 0.2853 1.5651
H31 -2.4727 -7.3583 -2.6231
H32 0.2261 -1.1504 3.0892
C15 3.0887 2.1823 -1.7853
H33 2.2397 1.5043 -1.9286
O7 -2.2708 2.0871 4.9247
H34 -3.5937 -6.8125 -3.8820
C16 -0.4163 -1.0793 2.2131
C17 2.0330 1.5358 0.8997

Atoms 1-3, force components in eV/Å:
0.01 0.15 -0.13
-0.10 -0.04 0.12
-0.41 0.02 -0.31

Mulliken population analysis, charges in e, atoms 1 to 4: number 1, H, carries 0.058; number 2, C, carries -0.661; number 3, O, carries -0.493; number 4, O, carries -0.460



The ion CHN2O3P with charge -2 at a distorted geometry. Source: the OMol25 dataset; level of theory: wB97M-V/def2-TZVPD.

HOMO energy, eV: 0.1
Structure (SMILES): N#CNP(=O)([O-])[O-]
E_LUMO, eV: 7.52
Total charge: -2
ΔE to the lowest compared entry with this formula, charge and spin, kJ/mol: 53.8

Positions of all 8 atoms, in Å:
O1 0.3760 -1.8655 0.4607
N1 -0.2590 0.2755 -0.9313
N2 -2.1089 1.7388 -0.2137
C1 -1.2108 1.0045 -0.5410
H1 -0.3606 -0.8014 -1.1810
O2 2.2144 -0.2418 0.0621
P1 0.8526 -0.4555 0.5738
O3 0.4963 0.3454 1.7706

Atoms 1-3, force components in eV/Å:
-1.05 -1.29 -0.24
2.74 -4.20 -0.54
2.44 -1.81 -1.00

Mulliken population analysis, charges in e, atoms 1 to 4: number 1, O, carries -0.810; number 2, N, carries -0.658; number 3, N, carries -0.697; number 4, C, carries 0.482



A structure of composition C12H31MnO9P at a distorted geometry. Source: the OMol25 dataset; level of theory: wB97M-V/def2-TZVPD.

Multiplicity: 6
HOMO energy (spin up / spin down), eV: -7.5 / -7.4
E_LUMO (spin up / spin down), eV: -1.54 / -1.60
⟨S²⟩: 8.75
ΔE to the lowest compared entry with this formula, charge and spin, kJ/mol: 0.0

Positions of all 54 atoms, in Å:
H1 -2.3957 3.4341 -4.3687
H2 0.8595 1.6814 5.6014
H3 -0.3645 0.4702 5.6683
C1 3.1495 -2.8055 1.7297
H4 2.4056 0.0795 4.2306
H5 -5.1939 3.0352 -3.8904
C2 -2.5803 2.3728 -4.2023
H6 -1.3832 -4.5150 2.6606
O1 0.9424 -1.3684 4.6317
Mn1 -0.4796 0.9883 -0.8263
H7 3.4386 2.0002 -0.9717
C3 2.3854 2.2785 -0.9342
C4 -4.8061 3.0499 -4.9090
C5 -1.2859 1.6173 -4.6874
H8 1.0049 0.2284 -4.2813
H9 2.1160 -0.3682 5.8749
H10 -1.2608 -3.7667 4.9793
H11 3.2444 -4.8666 0.9986
H12 2.4413 -4.7182 2.4732
H13 4.2069 -2.9677 1.9391
C6 2.0761 1.7413 -3.2032
H14 -1.6447 -2.9153 2.1172
O2 0.6225 -0.9086 2.0704
O3 2.5575 -2.2824 2.9525
H15 2.9905 -2.0921 0.9210
H16 2.0126 2.1096 0.0761
H17 0.0430 1.0927 4.1121
H18 -1.5063 -2.1383 4.3670
H19 1.5897 -4.1537 1.0334
O4 0.2487 -3.2947 3.0424
C7 2.5624 -4.1975 1.5233
C8 -1.8007 -3.1796 4.2364
O5 -2.3874 -1.0964 -1.7133
O6 -0.2718 1.7633 -3.6810
O7 1.7112 1.4682 -1.8853
O8 -3.7081 2.1232 -5.1196
C9 1.0146 1.3166 -4.2185
H20 -3.1052 -1.7489 -1.8295
C10 -1.1470 -3.4795 2.9059
H21 -4.4059 4.0378 -5.1367
H22 -2.9666 2.2316 -3.1929
C11 1.6103 -0.1881 4.9263
P1 1.0405 -1.8839 3.0856
C12 0.4807 0.8089 5.0692
H23 -1.0900 4.4707 0.5461
H24 -5.6014 2.8079 -5.6140
H25 2.4613 2.7386 -3.4154
O9 -0.8824 3.5477 0.3019
H26 1.2200 1.6306 -5.2419
H27 -1.0013 2.1294 -5.6065
H28 -2.8781 -3.3328 4.2986
H29 2.9410 1.0931 -3.3444
H30 2.2884 3.3395 -1.1643
H31 -1.5186 0.5816 -4.9350

Atoms 1-3, force components in eV/Å:
0.41 0.26 0.57
-0.08 0.39 -0.27
0.33 -0.58 0.14

Mulliken population analysis, charges in e, atoms 1 to 4: number 1, H, carries 0.254; number 2, H, carries 0.400; number 3, H, carries 0.284; number 4, C, carries -0.155



A cluster of 2 separate species, C5H14 in total at a distorted geometry. Source: the OMol25 dataset; level of theory: wB97M-V/def2-TZVPD.

HOMO energy, eV: -10.7
Structure (SMILES): CCC.CC
E_LUMO, eV: 1.09
ΔE to the lowest compared entry with this formula, charge and spin, kJ/mol: 210.4

Positions of all 19 atoms, in Å:
H1 0.8373 0.7267 0.3323
H2 0.9044 2.3961 -1.8948
H3 -0.5664 0.7662 -1.0504
H4 -0.4268 -1.8117 0.6568
H5 0.5978 -0.4597 -2.0146
H6 -1.0770 -0.0690 -2.3341
H7 1.4724 0.0829 1.6895
C1 -0.5876 -0.8708 1.2838
C2 0.7486 -0.2089 0.8536
C3 -0.1456 0.4185 -2.0219
C4 -0.5886 -1.1096 2.7280
H8 0.2384 -1.8426 2.9599
C5 0.4145 1.7177 -2.7141
H9 -1.6491 -1.3267 2.9969
H10 1.3553 1.4801 -3.3858
H11 1.4283 -0.9612 0.3511
H12 -0.2912 2.0786 -3.3917
H13 -1.5714 -0.3966 0.8846
H14 -0.3000 -0.3446 3.4247

Atoms 1-3, force components in eV/Å:
-0.75 0.10 -0.68
-1.56 -0.79 -1.69
1.13 -0.68 -0.25

Mulliken population analysis, charges in e, atoms 1 to 4: number 1, H, carries 0.341; number 2, H, carries 0.234; number 3, H, carries 0.138; number 4, H, carries 0.149